# C30H44F16N2O14

6 unconnected molecules or ions with the total composition C30H44F16N2O14 (ωB97M-V/def2-TZVPD, the Open Molecules 2025 dataset).

The largest force on an atom is 0.88 eV/Å. Its structure (SMILES) is NCCCCCOC(=O)N(F)CCCC(=O)O.CCOC(=O)C(F)(F)F.CCOC(=O)C(F)(F)F.CCOC(=O)C(F)(F)F.CCOC(=O)C(F)(F)F.CCOC(=O)C(F)(F)F. The gap between HOMO and LUMO is 9.867 eV.

Each line ends with the Mulliken charge.
Cartesian coordinates (Å):
N (-2.7537, -0.3302, -2.1908)  -0.4452
C (-1.4519, 0.3483, -2.0442)  -0.9056
C (-1.6396, 1.8565, -2.0930)  0.2334
C (-0.3007, 2.6043, -2.0832)  -0.9005
C (-0.3259, 3.9586, -1.3729)  -0.4381
C (-1.4688, 4.9113, -1.7377)  -0.6770
O (-1.9500, 4.7266, -3.0909)  -0.2732
C (-3.2128, 5.1739, -3.2251)  0.3417
O (-3.5144, 6.1581, -3.8298)  -0.5450
N (-4.1576, 4.2913, -2.5931)  0.5416
F (-5.1237, 5.1070, -1.9701)  -0.3349
C (-4.8596, 3.4658, -3.5841)  -1.0532
C (-5.1278, 2.0385, -3.0748)  0.4423
C (-6.5541, 1.8060, -2.5572)  -1.0116
C (-6.7259, 1.8631, -1.0514)  0.5543
O (-7.8109, 1.8408, -0.5352)  -0.5354
O (-5.5929, 1.9853, -0.2856)  -0.4780
H (-2.6294, -1.3298, -2.1247)  0.1831
H (-3.0999, -0.1302, -3.1230)  0.1930
H (-0.7530, 0.0389, -2.8323)  0.2769
H (-1.0239, 0.0421, -1.0859)  0.3240
H (-2.1540, 2.0782, -3.0355)  0.2315
H (-2.3010, 2.1923, -1.2907)  0.2328
H (0.4033, 1.9828, -1.5162)  0.4184
H (0.1305, 2.6781, -3.0840)  0.4290
H (0.6208, 4.4774, -1.5429)  0.3961
H (-0.3716, 3.7715, -0.2975)  -0.0276
H (-2.2727, 4.8509, -1.0016)  0.3983
H (-1.0966, 5.9389, -1.6952)  0.4528
H (-5.7914, 3.9725, -3.8461)  0.4146
H (-4.2209, 3.4044, -4.4688)  0.4077
H (-4.8998, 1.3190, -3.8616)  0.5721
H (-4.4183, 1.8694, -2.2701)  -0.3903
H (-7.2640, 2.5210, -2.9742)  0.2504
H (-6.8850, 0.8049, -2.8464)  0.3643
H (-5.2003, 1.1100, -0.1556)  0.3366
C (4.3564, 3.8977, 2.3857)  -1.1864
C (4.1462, 2.4589, 2.8025)  -0.0352
O (2.7426, 2.1639, 3.0028)  -0.3548
C (2.0205, 1.9939, 1.9121)  0.4123
O (2.3918, 2.0425, 0.7762)  -0.5141
C (0.5638, 1.6732, 2.3004)  0.8158
F (0.0946, 2.5438, 3.1985)  -0.2716
F (0.4816, 0.4455, 2.8279)  -0.2846
F (-0.2153, 1.7195, 1.2229)  -0.1511
H (3.9105, 4.5738, 3.1159)  0.3150
H (5.4220, 4.1100, 2.3115)  0.3914
H (3.8967, 4.1010, 1.4196)  0.3149
H (4.6128, 2.2694, 3.7640)  0.2558
H (4.5594, 1.7609, 2.0810)  0.3177
C (-9.4229, 3.1964, 1.7298)  -0.7937
C (-10.4699, 2.1451, 1.4563)  -0.1577
O (-11.5348, 2.1646, 2.4379)  -0.3097
C (-12.4305, 3.1257, 2.3115)  0.3310
O (-12.4783, 3.9726, 1.4694)  -0.5101
C (-13.4892, 2.9889, 3.4246)  0.8940
F (-12.9167, 2.8471, 4.6250)  -0.2480
F (-14.2551, 1.9119, 3.1993)  -0.2564
F (-14.2745, 4.0597, 3.4591)  -0.2387
H (-9.0222, 3.0847, 2.7389)  0.3076
H (-8.6143, 3.0946, 1.0125)  0.1136
H (-9.8363, 4.2019, 1.6513)  0.3165
H (-10.0367, 1.1509, 1.5331)  0.2715
H (-10.8961, 2.2461, 0.4591)  0.3173
C (-3.5411, -6.2210, -6.1995)  -1.1023
C (-3.2104, -4.7475, -6.2830)  -0.2366
O (-2.7959, -4.2175, -5.0048)  -0.2887
C (-1.5625, -4.5102, -4.6254)  0.3119
O (-0.7502, -5.1473, -5.2247)  -0.5096
C (-1.2803, -3.8594, -3.2575)  0.9539
F (-2.2640, -4.1118, -2.3850)  -0.2764
F (-1.1902, -2.5254, -3.3939)  -0.2490
F (-0.1428, -4.3061, -2.7459)  -0.2479
H (-4.3013, -6.3972, -5.4380)  0.3065
H (-3.9165, -6.5720, -7.1598)  0.3733
H (-2.6632, -6.8096, -5.9382)  0.3221
H (-4.0934, -4.1718, -6.5503)  0.3012
H (-2.4392, -4.5445, -7.0252)  0.3289
C (6.4531, -2.9758, 3.6723)  -1.2263
C (7.4864, -2.5400, 2.6573)  -0.1407
O (7.4999, -1.1041, 2.4887)  -0.3320
C (8.0901, -0.4120, 3.4473)  0.3212
O (8.6228, -0.8328, 4.4295)  -0.5025
C (8.0288, 1.0890, 3.1031)  0.8785
F (6.7814, 1.4529, 2.7573)  -0.2486
F (8.8376, 1.3653, 2.0747)  -0.2582
F (8.4006, 1.8293, 4.1396)  -0.2424
H (5.4658, -2.6044, 3.3946)  0.3635
H (6.4199, -4.0634, 3.7246)  0.3842
H (6.6869, -2.5917, 4.6642)  0.3219
H (7.2446, -2.9366, 1.6738)  0.3693
H (8.4838, -2.8839, 2.9176)  0.2811
C (13.8176, -6.1832, 2.3194)  -1.0961
C (12.5011, -6.8814, 2.0600)  -0.2233
O (11.5592, -6.6655, 3.1333)  -0.3151
C (10.9682, -5.4843, 3.1619)  0.3160
O (11.1108, -4.5813, 2.3917)  -0.5281
C (9.9890, -5.4225, 4.3501)  0.9973
F (10.5634, -5.8345, 5.4817)  -0.2606
F (8.9277, -6.2071, 4.1109)  -0.2755
F (9.5571, -4.1777, 4.5225)  -0.2443
H (14.2340, -6.5012, 3.2756)  0.3044
H (14.5270, -6.4235, 1.5286)  0.3689
H (13.6930, -5.1021, 2.3521)  0.3209
H (12.6400, -7.9592, 2.0241)  0.3157
H (12.0528, -6.5685, 1.1176)  0.3218